{
  "formula": "C20H27FN6O",
  "method": "the ωB97M-V functional and the def2-TZVPD basis",
  "species": ["O", "C", "C", "C", "N", "C", "N", "C", "N", "N", "C", "C", "C", "C", "N", "C", "C", "N", "C", "C", "C", "C", "F", "C", "C", "C", "C", "C", "H", "H", "H", "H", "H", "H", "H", "H", "H", "H", "H", "H", "H", "H", "H", "H", "H", "H", "H", "H", "H", "H", "H", "H", "H", "H", "H"],
  "xyz": [[-1.96324, -2.50482, 0.53313], [-2.71429, -1.58272, 0.80184], [-4.00002, -1.86239, 1.57114], [-5.07391, -2.34120, 0.58129], [-5.33585, -1.34976, -0.42224], [-4.72331, -1.15688, -1.60322], [-5.19385, -0.07970, -2.18598], [-6.11172, 0.37161, -1.30859], [-6.22174, -0.36510, -0.22901], [-2.48193, -0.32620, 0.36289], [-3.20999, 0.88398, 0.66752], [-2.34957, 1.77868, 1.55869], [-1.01870, 2.06920, 0.87299], [-0.29816, 0.76537, 0.49728], [0.95834, 1.10303, -0.17254], [1.45723, 0.14465, -1.14607], [2.68674, 0.74907, -1.83646], [3.74223, 1.07147, -0.90529], [4.70652, 0.13672, -0.56171], [4.67592, -1.18763, -1.01498], [5.69348, -2.07356, -0.71592], [6.75875, -1.64755, 0.05146], [7.75355, -2.51609, 0.35458], [6.82916, -0.34587, 0.51252], [5.81434, 0.53395, 0.20099], [3.22955, 1.98621, 0.09129], [2.00865, 1.38247, 0.79354], [-1.25422, -0.06812, -0.36597], [-3.78751, -2.67984, 2.26099], [-4.35952, -1.00797, 2.13937], [-6.00912, -2.53946, 1.10987], [-4.72815, -3.25190, 0.08610], [-3.96738, -1.80525, -1.99536], [-6.70023, 1.24980, -1.47493], [-4.16533, 0.67157, 1.14291], [-3.41638, 1.39976, -0.27837], [-2.87978, 2.70949, 1.76323], [-2.17021, 1.27046, 2.50920], [-0.39351, 2.67422, 1.52929], [-1.18708, 2.63830, -0.04299], [-0.10170, 0.18009, 1.41540], [0.69692, -0.03469, -1.90498], [1.72794, -0.81544, -0.67366], [3.06023, 0.08493, -2.61473], [2.38041, 1.68916, -2.30789], [3.84781, -1.55016, -1.60183], [5.65752, -3.09308, -1.06659], [7.67705, -0.02912, 1.09926], [5.89724, 1.55499, 0.53849], [3.99006, 2.21941, 0.83339], [2.93047, 2.91000, -0.41349], [1.63831, 2.09252, 1.53362], [2.32058, 0.46174, 1.32203], [-0.82240, -1.04013, -0.60582], [-1.50021, 0.47180, -1.28568]],
  "atomic_forces_ev_per_a": [[0.1152, -0.4449, -0.0273], [-0.3410, 0.0013, 0.3112], [0.0715, -0.0849, -0.1527], [0.1604, -0.2006, 0.5470], [0.0050, 0.1357, -0.7575], [-0.2097, 0.0652, 0.1040], [0.2935, 0.1045, -0.5737], [0.1664, -0.2456, 0.0917], [-0.5542, 0.1832, 0.6863], [0.2676, 0.2156, -0.1412], [-0.2259, 0.2996, 0.4173], [-0.0313, 0.0567, -0.2315], [0.0055, -0.2852, 0.3196], [-0.1847, 0.2807, -0.0747], [-0.0636, -0.0879, -0.0282], [0.1537, 0.0693, -0.2036], [-0.1885, -0.2661, -0.0319], [-0.1876, 0.3908, -0.2830], [0.4155, -0.3179, 0.0244], [-0.1672, 0.2488, 0.0295], [0.4078, -0.0402, 0.2065], [-0.1117, 0.0021, -0.0753], [-0.0636, 0.0641, -0.0203], [0.0513, -0.3021, -0.0022], [-0.1550, -0.0259, -0.0151], [-0.1753, -0.0473, 0.3918], [0.1928, 0.2982, -0.0318], [0.4628, -0.3002, -0.0293], [0.0483, 0.0830, -0.0277], [-0.0538, -0.0235, 0.0006], [0.1126, -0.0322, -0.1536], [-0.0743, 0.0935, 0.0440], [0.2193, -0.2412, -0.0298], [-0.1887, 0.1998, 0.0282], [0.0534, -0.0372, -0.1397], [-0.0715, -0.0547, 0.0543], [-0.0297, 0.0169, 0.0595], [-0.0667, 0.0052, 0.0713], [0.0461, 0.0674, -0.0364], [0.0383, 0.0271, -0.0708], [-0.0333, -0.0035, -0.0902], [0.0071, -0.0818, 0.0015], [-0.0402, -0.0206, -0.0522], [-0.0089, 0.0365, -0.0107], [-0.0358, -0.0951, -0.0466], [-0.0980, -0.0023, -0.0355], [0.0170, -0.1037, -0.0232], [0.0965, 0.0181, 0.0508], [0.0075, 0.0952, -0.0019], [-0.0116, 0.0405, -0.0605], [0.0260, 0.0157, 0.0962], [0.0061, -0.0299, 0.0460], [-0.0447, 0.0596, 0.0004], [-0.0487, 0.1957, -0.0822], [0.0180, 0.0042, -0.0417]],
  "lowdin_charge": [0.0494, -0.4712, -0.0659, -0.1152, -0.1446, -0.1608, 0.0804, -0.2340, 0.0971, -0.0445, -0.1619, -0.1570, -0.1432, -0.2900, -0.1258, -0.1641, -0.1477, -0.1063, -0.2309, -0.0223, -0.0121, -0.2896, 0.0416, -0.0129, -0.0193, -0.1406, -0.1594, -0.1018, 0.1253, 0.1056, 0.1284, 0.1343, 0.1328, 0.0998, 0.1026, 0.1270, 0.1146, 0.1193, 0.1044, 0.1243, 0.1603, 0.1167, 0.1304, 0.1176, 0.1277, 0.0981, 0.1177, 0.1169, 0.1056, 0.1076, 0.1281, 0.1140, 0.1356, 0.1163, 0.1415],
  "smiles": "O=C(CCn1cncn1)N1CCC[C@H](N2CCN(c3ccc(F)cc3)CC2)C1",
  "homo_lumo_gap_ha": 0.30589
}

***

{
  "formula": "C20H27GeS4Zn",
  "method": "the ωB97M-V functional and the def2-TZVPD basis",
  "species": ["Zn", "C", "C", "S", "C", "C", "S", "C", "C", "S", "C", "C", "S", "H", "H", "H", "H", "H", "H", "H", "H", "H", "H", "H", "H", "H", "H", "H", "H", "Ge", "C", "C", "C", "C", "C", "C", "C", "C", "C", "C", "C", "C", "H", "H", "H", "H", "H", "H", "H", "H", "H", "H", "H"],
  "xyz": [[-2.37464, -1.22858, 0.79322], [-5.46214, -1.64987, 0.56089], [-4.90536, -2.29347, -0.73828], [-3.11161, -2.68279, -0.76970], [-2.87612, -4.26056, -0.00120], [-2.76694, -4.27056, 1.51470], [-1.40073, -3.14600, 2.04568], [-1.71072, -2.63984, 3.79079], [-0.96814, -1.24258, 3.97287], [-1.37247, -0.02704, 2.63353], [-2.95632, 0.75045, 3.08603], [-4.17676, -0.16300, 2.84709], [-4.41221, -0.17881, 1.05736], [-5.40957, -2.31945, 1.42277], [-6.41934, -1.21148, 0.42319], [-5.07898, -1.64378, -1.60637], [-5.51274, -3.14884, -0.95814], [-1.99739, -4.72638, -0.50592], [-3.66222, -4.90387, -0.30396], [-2.37885, -5.19705, 1.96182], [-3.67813, -3.98604, 2.06946], [-1.29516, -3.44462, 4.43536], [-2.79220, -2.62874, 3.96929], [0.10259, -1.35457, 3.94489], [-1.24943, -0.79570, 4.92558], [-3.01666, 1.69227, 2.43410], [-2.92464, 1.13092, 4.15802], [-4.97040, 0.36809, 3.32493], [-4.05357, -1.14736, 3.38602], [4.74671, 1.18338, -2.38858], [4.89861, 2.12086, -0.74032], [5.09715, 1.51048, 0.56252], [5.06569, 2.28410, 1.68212], [4.81293, 3.65011, 1.55901], [4.42403, 4.21001, 0.34345], [4.48575, 3.44173, -0.80893], [3.84547, 1.68133, -4.00702], [3.19189, 0.62248, -4.67771], [2.18961, 0.95266, -5.55386], [1.90343, 2.29131, -5.82750], [2.59076, 3.33499, -5.20472], [3.57261, 3.04449, -4.28298], [5.26226, -0.24971, -2.27688], [5.38295, 0.47168, 0.64338], [5.33000, 1.83604, 2.62589], [4.79857, 4.24623, 2.45702], [4.13331, 5.29049, 0.33919], [4.18222, 3.75710, -1.77569], [3.57210, -0.35219, -4.56133], [1.67960, 0.24395, -6.17450], [1.07714, 2.60866, -6.48687], [2.46363, 4.35548, -5.56874], [4.12441, 3.81359, -3.75100]],
  "atomic_forces_ev_per_a": [[0.8463, -0.1744, 1.1082], [2.0482, 0.1908, 0.3862], [-0.2354, 1.0401, 0.4887], [-0.7644, 0.1647, -1.6404], [1.1570, -0.9138, 0.4838], [0.8015, 0.0681, 1.5827], [-0.1814, 0.1258, -0.2187], [0.5812, 0.0042, -0.2464], [-1.7655, -0.9971, -0.5277], [0.4229, 0.7502, 0.4103], [0.0818, 1.1689, 0.4482], [0.7699, -0.1538, 1.1737], [-0.5947, -0.2074, -0.3644], [-0.3661, -0.0646, -0.2447], [-1.0140, -0.0849, -0.1861], [0.3162, 0.0783, 0.2638], [0.0074, -0.8808, -0.0532], [-0.3001, 0.5718, 0.5210], [-1.0599, -0.5449, -0.2939], [-0.7267, -0.2450, -0.7553], [0.2194, -0.1161, -0.4932], [-0.0214, 0.7715, -0.2936], [0.3087, 0.2973, 0.0150], [0.3571, -0.0827, -0.0956], [0.0173, 0.0779, -0.0355], [0.1158, -1.2822, 0.8631], [0.0299, -0.6382, -1.2918], [-0.9968, 0.0926, 0.0917], [-0.2404, 0.8949, -0.9952], [0.3393, -0.3544, 0.0857], [-0.5863, -1.0225, 0.9642], [0.5311, -0.0222, -2.2340], [0.3573, 0.3390, -0.0469], [-0.7912, -0.0267, -0.0640], [0.1842, 1.3236, 0.4137], [-0.0018, -0.1492, 0.6496], [0.1565, 0.4277, 0.9693], [0.5164, 1.6675, 0.2711], [-0.3508, 0.7269, -1.0206], [-0.6452, 0.7142, 0.3554], [0.5050, 0.1895, -0.7373], [-0.0099, -0.9448, 0.4551], [-0.1465, -0.1037, -0.1636], [-0.0605, -0.1371, -0.1064], [-0.1152, 0.0819, 0.2271], [0.1019, 0.2377, 0.0322], [0.2707, -1.1709, -0.2270], [-0.1992, 0.9927, -0.3722], [0.0114, -1.2345, 0.1931], [-0.1215, -0.6189, 0.0997], [0.6274, -0.6342, 0.1056], [-0.2568, -0.2215, 0.3892], [-0.1301, 0.0282, -0.3400]],
  "lowdin_charge": [0.3222, -0.3707, -0.4119, 0.9256, -0.4876, -0.4383, 0.8762, -0.4162, -0.4016, 0.8727, -0.4995, -0.4850, 0.9365, 0.0869, 0.0821, 0.1035, 0.1014, 0.1212, 0.0944, 0.0997, 0.0936, 0.1085, 0.0689, 0.0807, 0.1017, 0.1144, 0.1321, 0.0891, 0.0990, 1.3141, -0.3513, -0.0884, -0.0696, -0.0298, -0.0406, -0.1244, -0.3471, -0.1120, -0.0572, -0.0291, -0.0505, -0.0970, -0.0172, 0.1033, 0.1188, 0.1199, 0.1386, 0.0573, 0.0885, 0.1144, 0.1324, 0.1283, 0.0990],
  "total_charge": 3,
  "homo_lumo_gap_ha": 0.27534
}

***

Sequential electronic energy output: -1281.9679, -6226.3002 Eh